(1)
15
Properties=species:S:1:pos:R:3:forces:R:3 method="wB97M-V/def2-TZVPD" multiplicity=1 homo_lumo_gap_ev=9.03 e_tot_ev=-11681.633 largest_force_ev_per_a=1.852 e_above_lowest_kj_mol=344.9
N -0.217425 -2.306957 1.238652 -0.71 -1.33 -0.41
N -0.225950 -0.969951 1.545274 -0.77 1.34 0.70
C 0.046704 -0.178054 0.595735 0.96 0.02 -1.31
C 0.021305 1.304358 0.840829 0.03 0.06 0.43
N -0.516694 2.257657 0.189312 0.48 -1.69 -0.58
O -1.033922 1.704477 -1.006340 -0.40 0.41 0.50
N 0.447660 -0.668670 -0.632393 -0.31 1.58 -0.76
N 1.076963 0.111703 -1.641471 -0.68 0.58 0.23
H -0.789923 -2.584756 0.400329 0.67 0.75 0.73
H -0.707554 -2.707507 2.024183 0.19 -0.54 0.05
H 0.501206 1.648589 1.727741 0.13 -0.01 0.80
H -1.400989 2.480567 -1.402498 -0.58 0.63 -0.67
H 0.686758 -1.614066 -0.741125 0.25 -1.14 0.37
H 0.368625 0.788240 -1.930426 0.05 -0.50 -0.38
H 1.743236 0.734370 -1.207802 0.69 -0.15 0.29



(2)
11
Properties=species:S:1:pos:R:3:forces:R:3 method="wB97M-V/def2-TZVPD" multiplicity=1 homo_lumo_gap_ev=9.27 e_tot_ev=-5723.557 largest_force_ev_per_a=5.112 e_above_lowest_kj_mol=162.6
C -0.784629 0.200476 -1.059807 -0.25 -0.17 -0.30
C -0.895093 -0.243424 0.235441 0.31 1.33 -4.93
N -0.364813 -1.372418 0.669231 1.72 -2.45 2.61
H -0.634953 -0.544670 -1.944823 0.47 1.71 1.80
H -0.924041 1.312122 -1.219897 -0.46 -1.70 -0.26
H -1.541041 0.242983 0.852035 -1.23 1.83 2.15
H 0.625523 -1.470675 0.432910 -0.63 -0.27 -0.22
H -0.408176 -1.408093 1.698763 -0.09 -0.42 -0.82
O 2.043301 0.998188 0.081278 -0.10 0.60 0.59
H 1.278187 0.547873 -0.287504 -0.23 -0.12 -0.41
H 1.605732 1.737635 0.542372 0.49 -0.34 -0.22



(3)
11
Properties=species:S:1:pos:R:3:forces:R:3 method="wB97M-V/def2-TZVPD" multiplicity=1 homo_lumo_gap_ev=7.42 e_tot_ev=-5720.521 largest_force_ev_per_a=4.353 e_above_lowest_kj_mol=455.5
C 1.043365 -0.113276 0.346002 3.44 0.34 1.45
C 0.128184 1.235895 -0.711858 0.32 -0.50 3.09
N -0.275259 0.496340 0.347330 -0.74 1.63 -3.97
H 1.148781 -0.856798 1.165648 -0.53 0.24 -0.65
H 1.601579 -0.496643 -0.553561 -1.24 -0.34 0.19
H 1.726229 0.690320 0.635746 0.91 -0.01 0.49
H 0.070566 0.936932 -1.745310 -1.09 -0.11 -0.79
H 0.826526 2.171976 -0.624314 -0.87 -1.27 0.32
H -1.368747 -1.070618 0.298328 -0.45 -0.32 -0.48
H -2.793000 -1.276800 0.682793 -0.06 -0.36 -0.21
O -2.108223 -1.717331 0.159196 0.33 0.71 0.56